# 1
The following is a quantum chemistry calculation of a structure of composition C11H17Cl2F3O5STc in a non-equilibrium geometry, from the Open Molecules 2025 dataset.

Geometry as XYZ:
```
40
Properties=species:S:1:pos:R:3:mulliken_spin:R:1
C 0.1417 -1.2105 -1.9750 -0.1666
C 1.0954 -0.0855 -1.9762 0.1635
C 0.2733 1.1086 -2.3189 -0.0598
C 2.4611 -0.2806 -2.5632 0.0135
C -1.0661 0.7046 -2.3960 0.0162
C -1.1487 -0.6972 -2.1538 0.0608
C -2.4046 -1.4735 -2.1493 -0.0217
C 0.5198 -2.6336 -2.0089 0.0092
C 0.7807 2.4601 -2.5558 -0.0211
C -2.2166 1.5818 -2.6690 -0.0085
Tc 0.9685 0.2466 0.1362 2.6077
Cl 2.5231 1.8367 -0.0147 0.0965
Cl 2.7410 -1.1678 0.4619 0.0805
O -0.7571 1.0734 0.2769 0.1043
H 2.6563 -1.3462 -2.7169 -0.0001
H 3.2447 0.1469 -1.9249 -0.0013
H 2.4707 0.2190 -3.5419 -0.0002
H 1.5922 2.6740 -1.8433 0.0099
H -0.0171 3.1913 -2.4063 0.0005
H 1.1892 2.5950 -3.5620 -0.0017
H -2.0143 2.6209 -2.4020 -0.0009
H -3.1020 1.2755 -2.1094 0.0004
H -2.4766 1.5450 -3.7342 0.0026
H -3.2458 -0.8890 -1.7634 0.0035
H -2.3385 -2.3570 -1.5085 -0.0008
H -2.6563 -1.8032 -3.1661 0.0050
H 1.5043 -2.7905 -1.5529 0.0038
H 0.5497 -3.0132 -3.0451 -0.0017
H -0.2088 -3.2436 -1.4578 -0.0019
H -0.7146 1.9695 0.6485 0.0130
O 0.0098 -1.3123 0.9683 0.0865
H -0.5310 -1.2085 1.7751 0.0052
F 2.1850 1.8094 5.5350 0.0000
C 2.2164 1.8344 4.1812 0.0006
F 2.5156 3.0954 3.7699 0.0005
F 3.1975 1.0098 3.7375 -0.0006
S 0.5541 1.2789 3.5371 0.0055
O 0.4245 -0.1175 3.8913 0.0001
O -0.3917 2.2307 4.0705 -0.0005
O 0.8674 1.5020 2.0918 -0.0017
```

## Properties
Largest force on an atom   3.688 eV/A
Total charge   -2
E_HOMO (spin up / spin down)   -0.503 / -0.903 eV
2S+1   4
Energy relative to the best compared isomer or geometry (same formula, charge and spin)   0.00 kcal/mol

=====

# 2
The following is a quantum chemistry calculation of an isolated molecule of C11H17FO4S2 in a non-equilibrium geometry, from the Open Molecules 2025 dataset.

Geometry as XYZ:
```
35
Properties=species:S:1:pos:R:3:nbo_charge:R:1
C 2.0623 3.8253 1.8605 -0.3054
C 2.3056 3.3247 0.5460 -0.0571
C 2.3383 2.6862 -0.9883 -0.4497
C 1.6889 1.1625 -1.0649 -0.4204
C 0.2837 1.1730 -0.2221 -0.4767
C -0.7766 -0.0132 -0.6086 0.1944
S -1.7087 0.5471 -2.1801 -0.0537
C -0.1090 -1.4618 -0.9792 -0.4562
C 0.2812 -2.4034 0.3040 -0.2270
C 1.3537 -3.5557 -0.2610 -0.6336
C 1.0559 -1.6357 1.5266 -0.6459
O -1.6637 -0.2201 0.5459 -0.5481
C -2.7823 0.7339 0.5754 0.5858
O -2.6983 2.0663 0.6007 -0.4475
S -4.5247 -0.0461 0.6426 2.0614
O -4.7587 -1.1067 -0.4599 -0.7819
O -5.5339 1.1271 0.6504 -0.7825
F -4.6340 -0.8040 2.2149 -0.4702
H 1.9171 4.2046 2.9693 0.2902
H 3.4798 2.7079 -1.3081 0.2530
H 1.6998 3.4157 -1.6738 0.2416
H 2.4474 0.4721 -0.4542 0.2160
H 1.6164 0.7337 -2.1520 0.2394
H -0.2565 2.2027 -0.4937 0.2306
H 0.4486 1.2126 0.9483 0.2625
H -1.4026 1.9346 -2.3587 0.1614
H -0.9420 -2.0637 -1.5872 0.2391
H 0.8142 -1.3986 -1.7270 0.2407
H -0.6746 -3.0149 0.6320 0.2256
H 1.8819 -3.2397 -1.2567 0.2094
H 0.8597 -4.6255 -0.3294 0.2251
H 2.2249 -3.6575 0.5488 0.2158
H 1.3904 -2.3954 2.3848 0.2310
H 0.3539 -0.8497 2.0867 0.2214
H 1.9620 -1.0382 1.0681 0.2116
```

## Properties
Largest force on an atom   10.069 eV/A
SMILES string   C#CCCC[C@@](S)(CC(C)C)OC(=O)S(=O)(=O)F
E_HOMO   -9.621 eV

=====

# 3
The following is a quantum chemistry calculation of a structure of composition C11H17HgN4SeTe in a non-equilibrium geometry, from the Open Molecules 2025 dataset.

Geometry as XYZ:
```
35
Properties=species:S:1:pos:R:3:mulliken_spin:R:1
Hg 9.1910 -5.9255 11.5437 0.4496
N 5.6340 -3.6528 10.6274 -0.0014
N 6.9250 -3.8661 9.9818 -0.0014
H 5.9712 -3.5398 11.5929 0.0021
H 5.2825 -4.6379 10.6545 0.0009
H 7.2425 -3.0091 9.5553 0.0003
H 6.8442 -4.5241 9.1957 0.0016
Te 6.9275 -7.3829 11.0002 0.5369
C 7.6875 -9.0493 9.8740 -0.0151
C 7.7743 -8.9997 8.4878 0.0147
C 8.0194 -10.1622 7.7404 -0.0183
C 8.3382 -11.3440 8.4451 0.0310
C 8.4370 -11.3612 9.8488 -0.0192
C 8.0259 -10.2349 10.5690 0.0177
H 7.6705 -8.0545 7.9921 -0.0019
H 7.9319 -10.1080 6.6634 -0.0011
H 8.5644 -12.2740 7.8888 0.0022
H 8.7363 -12.2673 10.3881 -0.0009
H 8.0217 -10.2662 11.6574 -0.0012
C 5.8722 -7.8303 15.4375 -0.0007
N 6.0729 -6.8393 16.4813 0.0008
C 5.7041 -6.9237 17.8350 0.0006
C 5.9209 -5.7001 18.4141 -0.0001
N 6.4107 -4.8505 17.4254 0.0003
C 6.7670 -3.4242 17.5763 -0.0002
C 6.5391 -5.5545 16.2360 0.0008
Se 7.1216 -4.7808 14.6645 0.0004
H 5.4406 -8.7567 15.8582 0.0002
H 6.8510 -8.0109 14.9811 -0.0008
H 5.1931 -7.4849 14.6969 0.0023
H 5.3630 -7.8354 18.3244 0.0001
H 5.7536 -5.2971 19.3945 -0.0001
H 7.8585 -3.4054 17.6901 0.0001
H 6.3196 -3.0043 18.4750 -0.0001
H 6.5824 -2.8467 16.6854 -0.0002
```

## Properties
Largest force on an atom   2.036 eV/A
E_HOMO (spin up / spin down)   -6.934 / -7.477 eV
2S+1   2
Energy relative to the best compared isomer or geometry (same formula, charge and spin)   0.00 kcal/mol

=====

# 4
The following is a quantum chemistry calculation of an isolated molecule of C11H17N in a non-equilibrium geometry, from the Open Molecules 2025 dataset.

Geometry as XYZ:
```
29
Properties=species:S:1:pos:R:3:nbo_charge:R:1
C -1.3608 -1.8026 -1.2107 -0.6143
C 0.0958 -1.2309 -1.1999 -0.2096
C 0.7335 -1.5431 0.1169 -0.4513
C 0.3981 -0.5813 1.2639 0.0366
C 0.4194 -0.9770 2.7089 -0.5399
C 1.6625 -1.6744 3.1524 0.2906
N 2.6307 -2.1575 3.4949 -0.3204
C 0.1239 0.7499 0.9178 -0.1664
C -0.0511 1.3560 -0.4650 -0.1169
C -1.5231 1.7147 -0.5498 -0.6001
C 0.7761 2.6302 -0.7386 -0.5933
C 0.3349 0.3107 -1.5870 -0.3798
H -1.4901 -2.8412 -0.7617 0.2141
H -2.0152 -1.2727 -0.5224 0.2014
H -1.7285 -1.7183 -2.2239 0.2119
H 0.5660 -1.8306 -1.9868 0.2086
H 0.3800 -2.5260 0.4835 0.2067
H 1.8394 -1.5623 0.0273 0.2274
H -0.4178 -1.7145 2.8081 0.2485
H 0.0832 -0.0912 3.2224 0.2607
H 0.0620 1.4261 1.8233 0.1935
H -1.6635 2.1563 -1.5193 0.2044
H -2.2361 0.9022 -0.5049 0.2172
H -1.8109 2.5606 0.1228 0.2092
H 1.9027 2.3449 -0.6413 0.2095
H 0.5245 3.4189 -0.0651 0.2128
H 0.6943 2.9457 -1.8003 0.2167
H 1.3678 0.5018 -1.8418 0.2126
H -0.2977 0.5057 -2.5240 0.2095
```

## Properties
Largest force on an atom   4.852 eV/A
SMILES string   C[C@@H]1CC(CC#N)=CC(C)(C)C1
E_HOMO   -9.123 eV
Energy relative to the best compared isomer or geometry (same formula, charge and spin)   0.00 kcal/mol